Here is C18H52Fe2N2O16P as an isolated structure from OMol25. Energies are from ωB97M-V/def2-TZVPD.

Properties
Molar mass (Da): 695.3
Orbital gap (alpha / beta) (hartree): 0.1181 / 0.2883
Expectation value of S²: 24.77
Lowest unoccupied orbital energy (alpha / beta) (eV): 0.0 / -0.1
Energy (eV): -133310.14804
HOMO (alpha / beta) (eV): -3.251 / -7.912
2S+1: 10
Strongest force on any atom (eV Å⁻¹): 4.21

Last column: Löwdin spin population.
Element x y z (Å)
1 Fe -0.211353 -1.765999 1.933953  4.18
2 Fe 1.531417 0.109061 -1.084757  3.69
3 P -0.737840 -0.195637 0.252876  0.05
4 O -1.539039 -1.491681 0.358484  0.09
5 O 0.666030 -0.806332 0.383113  0.20
6 O -0.721078 0.232671 1.783183  0.07
7 O -0.376889 0.661702 -0.945281  0.05
8 C 3.982319 3.266596 0.591128  0.00
9 C 3.549833 2.033113 -0.225921  0.00
10 C 4.043177 0.732809 0.459061  0.00
11 O 3.464154 -0.370313 -0.308183  0.04
12 C 4.117646 -1.556828 0.064798  0.02
13 N 2.081719 2.030619 -0.284282  0.03
14 H 5.062321 3.410048 0.624527  0.00
15 H 3.552164 3.110191 1.580368  0.00
16 H 3.481552 4.125159 0.143670  0.00
17 H 3.904528 2.117469 -1.253146  0.00
18 H 3.765727 0.753104 1.512969  0.00
19 H 5.125498 0.827807 0.371501  0.00
20 H 4.310574 -2.158943 -0.823086  0.00
21 H 3.431463 -2.161245 0.658040  0.03
22 H 5.004006 -1.520903 0.698182  0.00
23 H 1.870879 2.967111 -0.598339  0.00
24 H 1.648252 2.086606 0.626257  0.00
25 C 3.347138 -2.313887 -4.208079  0.00
26 C 2.872836 -1.196865 -3.192379  0.01
27 C 2.316875 0.065421 -3.938284  0.00
28 O 1.686033 0.968405 -3.008353  0.04
29 C 1.403295 2.230850 -3.621715  0.01
30 N 1.801660 -1.668316 -2.330897  0.03
31 H 2.616018 -2.597478 -4.965137  0.00
32 H 3.695091 -3.192198 -3.664391  0.00
33 H 4.182558 -1.978007 -4.822378  0.00
34 H 3.742506 -0.902746 -2.604772  0.00
35 H 1.591509 -0.227167 -4.697445  0.00
36 H 3.152344 0.549864 -4.443650  0.00
37 H 2.331707 2.756520 -3.844910  0.00
38 H 0.862950 2.808439 -2.871710  0.00
39 H 0.831890 2.163590 -4.547501  0.00
40 H 2.015880 -2.552502 -1.892236  0.01
41 H 1.086103 -1.982084 -2.970915  0.00
42 C -2.557213 -1.331305 3.536983  0.02
43 C -3.594624 -1.572029 4.674010  0.01
44 O -3.002341 -1.828577 5.892255  0.00
45 O -1.759802 -2.470665 3.244506  0.12
46 H -1.936291 -0.497999 3.865843  0.00
47 H -3.029069 -1.128502 2.575570  0.00
48 H -4.246326 -2.424520 4.482610  0.00
49 H -4.359644 -0.795674 4.684339  0.00
50 H -3.702349 -1.833594 6.549194  0.00
51 H -2.320078 -3.250155 3.235440  0.02
52 C 1.622162 1.378691 3.494034  0.01
53 C 1.911386 -0.104091 3.554392  0.03
54 O 0.742907 -0.930429 3.691899  0.12
55 O 1.158436 1.765371 2.252978  0.00
56 H 2.467917 2.021096 3.739248  0.00
57 H 0.801607 1.563219 4.187390  0.00
58 H 2.462906 -0.204304 4.489203  0.00
59 H 2.541253 -0.429998 2.726652  0.01
60 H 0.480995 -0.878186 4.614001  0.01
61 H 0.369396 1.241182 2.097313  0.00
62 C -2.585718 -3.585149 -1.751776  0.00
63 C -3.477393 -3.939370 -0.492504  0.00
64 O -3.759829 -2.716628 0.133376  0.00
65 O -1.222008 -3.264951 -1.439669  0.02
66 H -2.913866 -2.678783 -2.260617  0.00
67 H -2.781428 -4.357459 -2.495644  0.00
68 H -2.834762 -4.460870 0.216849  0.00
69 H -4.325828 -4.581639 -0.728590  0.00
70 H -2.931508 -2.240177 0.225427  0.00
71 H -1.263848 -2.559808 -0.789583  0.01
72 C -2.454678 2.494998 -2.759142  0.00
73 C -2.112946 1.333199 -3.722486  0.00
74 O -2.000683 0.140145 -2.965977  0.00
75 O -1.448504 2.759596 -1.707096  0.00
76 H -3.368985 2.214603 -2.236147  0.00
77 H -2.712514 3.350793 -3.383031  0.00
78 H -1.155000 1.502088 -4.214336  0.00
79 H -2.865168 1.132348 -4.485323  0.00
80 H -1.405452 0.270699 -2.224192  0.00
81 H -1.165381 1.951585 -1.272857  0.00
82 C -3.650498 1.766774 2.435875  0.00
83 C -3.608216 2.393396 1.007096  0.00
84 O -4.854731 2.324380 0.321429  0.00
85 O -2.418064 1.789138 3.022212  0.00
86 H -4.142968 0.794927 2.402980  0.00
87 H -4.274937 2.484510 2.967878  0.00
88 H -2.912344 1.883422 0.340913  0.00
89 H -3.192516 3.398561 1.077329  0.00
90 H -4.910400 1.589214 -0.293425  0.00
91 H -1.844502 1.152903 2.588812  0.00

Cartesian forces, eV/Å:
1.0 -2.4 1.5
0.9 -0.3 -0.1
2.0 -1.3 3.0
-2.1 1.1 -1.3
3.9 -1.5 -0.7
-2.5 2.0 -1.1
-3.3 1.1 -0.1
-0.3 -0.8 -0.4
-0.2 0.1 1.6
-0.7 1.8 -1.9
2.3 1.7 1.6
-0.9 -2.4 0.2
0.4 0.6 -1.1
-0.1 0.1 0.1
0.3 0.3 0.2
0.3 0.2 0.1
0.2 -0.3 -0.1
-0.2 -0.4 -0.1
0.2 -0.9 0.0
0.3 0.1 -0.1
-0.3 -0.1 0.1
0.2 0.9 -0.4
-0.6 0.1 -0.9
0.3 -0.6 1.0
0.2 1.1 0.1
0.2 -0.4 -1.9
0.5 -0.8 0.4
0.7 -0.5 -1.5
0.2 0.5 0.8
-0.1 -0.2 -0.4
-0.5 -0.1 0.4
-0.2 0.0 0.0
0.3 0.2 0.2
-0.1 0.1 0.1
-0.2 -0.1 0.0
0.0 0.3 0.0
0.3 -0.1 0.0
-0.3 -0.1 -0.2
-0.1 -0.4 0.1
0.4 0.0 0.7
-0.9 0.3 0.0
-1.6 -0.1 1.0
-0.9 -0.6 -2.0
1.0 0.4 1.2
0.5 0.0 1.1
0.2 -0.3 -0.2
-0.5 0.7 0.3
0.1 -0.6 -0.9
0.5 0.9 0.1
0.1 0.0 0.2
0.0 -0.3 -0.2
-0.9 -0.2 0.0
0.8 0.4 1.3
0.7 0.5 -0.3
1.3 1.6 -0.5
0.2 -0.3 0.3
0.2 0.2 0.7
0.4 -0.4 0.0
-0.4 -0.3 0.0
-0.4 -0.3 0.2
-1.2 -0.7 -0.5
-0.8 0.2 0.3
2.5 1.1 -0.8
-2.4 -0.2 0.5
-0.2 -2.1 -1.1
-1.0 0.1 0.3
1.2 -0.5 -0.1
0.2 -0.8 -0.2
-0.3 0.6 0.0
0.2 0.3 0.1
0.1 0.3 0.3
0.3 -0.9 0.5
0.6 -0.1 1.6
-0.7 -0.7 -0.8
-1.4 1.8 -2.6
-0.2 0.0 -0.1
0.6 0.6 0.5
0.0 0.3 -0.3
-0.2 0.4 0.1
0.3 0.2 0.0
0.0 -0.5 -0.1
-1.3 1.5 -1.6
0.4 -1.5 -0.5
-0.6 1.0 0.5
0.6 0.5 1.3
0.0 -0.2 0.0
-0.3 -0.3 0.4
0.6 -0.3 0.3
-0.6 0.3 0.0
0.4 -0.1 0.2
0.5 -0.4 -0.5

=====

Here is one molecule with the formula C3H2O4 from OMol25. Energies are from ωB97M-V/def2-TZVPD.

Properties
Molar mass (Da): 102.0
Orbital gap (hartree): 0.3501
Lowest unoccupied orbital energy (eV): -0.2
Energy (eV): -11330.32900
HOMO (eV): -9.690
2S+1: 1
Relative energy (zero: lowest compared OMol25 entry of this formula, charge and spin) (kJ/mol): 270.15
Strongest force on any atom (eV Å⁻¹): 3.09

Last column: natural (NBO) charge in e.
Element x y z (Å)
1 C 0.241012 -0.049844 -0.468010  0.22
2 C 0.872384 -1.471762 -0.188000  0.32
3 C 2.447728 0.231193 0.025437  0.97
4 O 1.355711 0.816961 -0.472752  -0.50
5 O 3.495334 0.633392 0.322977  -0.49
6 O 2.063891 -1.194160 0.181239  -0.49
7 O -0.537250 0.188427 0.684976  -0.70
8 H -0.358553 0.042679 -1.448270  0.19
9 H -0.442118 1.065239 0.940479  0.48

Cartesian forces, eV/Å:
-0.7 -0.8 -0.4
-1.0 0.3 -0.1
-1.6 -1.1 0.0
0.6 1.0 -0.2
0.5 0.4 0.0
0.9 0.2 -0.1
0.0 -2.8 -1.3
1.1 0.0 1.5
0.2 2.7 0.6

=====

Which of these has the lowest molar mass? C3H2O4

=====

Number 2 is which compound? C3H2O4